This record from OMol25 describes a 2-piece molecular cluster, C2H6N2O3 overall. The level of theory is ωB97M-V with the def2-TZVPD basis set.

Geometry as XYZ:
```
13
Properties=species:S:1:pos:R:3
O 1.940 -0.778 -0.624
C 1.301 -0.333 0.301
N 0.221 0.559 0.083
C -0.590 0.711 -1.038
N -0.410 -0.303 -1.894
O -1.283 1.744 -1.198
H 1.272 -0.894 1.238
H 0.098 1.270 0.854
H -0.800 -0.129 -2.826
H 0.511 -0.767 -1.871
H -0.358 -0.696 4.053
H -1.244 -1.836 3.908
O -0.944 -1.083 3.381
```

The energy above the lowest of the compared OMol25 structures with the same formula, charge and spin is 0.7860 eV. Its spin multiplicity is 2. The net charge is +1. For the HOMO energy (alpha / beta), the calculation gives -0.54947 / -0.54943 hartree. As for the total energy: -11284.215 eV. As for the gap between HOMO and LUMO (alpha / beta): 0.3663 / 0.1842 Eh.